{
  "formula": "C42H34EuN3O7P2",
  "method": "ωB97M-V/def2-TZVPD",
  "charge": 2,
  "orbital_gap_ev": [5.065, 6.506],
  "multiplicity": 7,
  "symbols": ["C", "C", "C", "C", "C", "C", "P", "C", "C", "C", "C", "C", "C", "Eu", "P", "C", "C", "C", "C", "C", "C", "C", "C", "C", "C", "C", "C", "C", "C", "C", "C", "C", "C", "C", "C", "C", "C", "C", "C", "H", "H", "H", "H", "H", "H", "H", "H", "H", "H", "H", "H", "H", "H", "H", "H", "H", "H", "H", "H", "H", "H", "H", "H", "H", "H", "H", "H", "H", "H", "H", "H", "O", "N", "O", "C", "C", "C", "C", "O", "C", "C", "N", "O", "O", "N", "O", "O", "H", "H"],
  "positions_angstrom": [[4.112, -0.246, -1.779], [3.768, -0.250, -0.412], [4.329, -1.263, 0.398], [5.334, -2.117, -0.068], [5.797, -1.986, -1.381], [5.179, -1.035, -2.215], [2.414, 0.816, 0.215], [2.747, 0.972, 2.006], [2.007, 0.220, 2.941], [2.378, 0.255, 4.288], [3.433, 1.050, 4.736], [4.116, 1.827, 3.805], [3.776, 1.799, 2.455], [-0.459, -0.029, 0.201], [0.215, -1.946, -1.763], [1.274, -3.257, -1.173], [2.052, -3.923, -2.123], [3.058, -4.788, -1.694], [3.068, -5.232, -0.369], [2.195, -4.665, 0.564], [1.318, -3.653, 0.183], [-1.493, -2.562, -1.693], [-2.533, -1.624, -1.852], [-3.819, -1.961, -1.451], [-4.113, -3.250, -1.014], [-3.097, -4.200, -0.948], [-1.786, -3.865, -1.262], [0.509, -1.406, -3.457], [0.783, -0.045, -3.727], [0.998, 0.357, -5.045], [0.912, -0.571, -6.090], [0.582, -1.904, -5.823], [0.353, -2.319, -4.510], [2.739, 2.436, -0.556], [3.987, 2.809, -1.075], [4.153, 4.043, -1.713], [3.091, 4.937, -1.828], [1.855, 4.584, -1.284], [1.680, 3.360, -0.650], [-2.310, -0.626, -2.246], [-4.606, -1.212, -1.481], [-5.133, -3.518, -0.737], [-3.322, -5.213, -0.631], [-0.976, -4.583, -1.138], [1.826, -3.745, -3.168], [3.816, -5.134, -2.401], [3.758, -6.026, -0.070], [2.227, -5.015, 1.597], [0.672, -3.168, 0.915], [0.836, 0.671, -2.899], [1.235, 1.401, -5.264], [1.089, -0.250, -7.119], [0.502, -2.634, -6.629], [0.073, -3.351, -4.288], [4.832, 2.122, -1.037], [5.127, 4.288, -2.136], [3.234, 5.902, -2.319], [1.022, 5.278, -1.374], [0.707, 3.102, -0.234], [1.174, -0.401, 2.583], [1.857, -0.357, 5.017], [3.731, 1.059, 5.788], [4.941, 2.452, 4.118], [4.331, 2.389, 1.729], [3.926, -1.375, 1.404], [5.754, -2.908, 0.573], [6.630, -2.630, -1.687], [5.494, -0.911, -3.254], [3.592, 0.386, -2.511], [3.113, -2.441, -3.393], [2.672, -1.946, -3.769], [-7.036, 1.894, 3.811], [-6.176, 2.698, 3.384], [-6.250, 3.931, 3.563], [-5.051, 2.157, 2.654], [-4.937, 0.767, 2.438], [-3.883, 0.256, 1.671], [-3.119, 1.187, 0.854], [-2.539, 0.908, -0.257], [-2.936, 2.467, 1.478], [-3.998, 2.989, 2.214], [-1.617, 3.023, 1.426], [-1.412, 4.232, 1.526], [-0.632, 2.184, 1.286], [-3.317, -1.049, 1.921], [-4.019, -1.938, 2.410], [-2.064, -1.234, 1.650], [-5.622, 0.043, 2.873], [-3.964, 4.040, 2.472]],
  "forces_ev_per_angstrom": [[0.413, 0.112, 0.374], [-0.218, -1.193, -0.486], [-0.221, 0.374, 0.069], [-0.239, -0.019, -0.116], [-0.238, 0.468, 0.319], [0.095, -0.370, -0.235], [0.479, 0.014, 0.053], [-0.241, -0.029, 0.135], [0.670, 0.496, -0.277], [-0.312, -0.265, 0.170], [-0.101, -0.057, -0.503], [0.102, 0.142, -0.163], [0.031, -0.250, 0.086], [-1.144, 0.486, 0.443], [-0.745, 0.125, -0.066], [0.099, -0.844, -0.060], [-0.007, -0.063, 0.599], [-0.148, -0.468, -0.047], [0.117, 0.387, -0.230], [-0.115, -0.107, 0.136], [0.437, 0.375, -0.560], [-0.143, -0.108, 0.145], [0.471, -0.093, 0.393], [-0.287, 0.097, -0.164], [0.118, 0.075, -0.056], [0.039, -0.220, -0.031], [0.015, 0.363, 0.174], [-0.370, 0.495, -0.314], [0.005, -0.777, 0.053], [-0.023, 0.050, -0.062], [-0.005, -0.039, 0.252], [-0.064, -0.074, 0.197], [0.011, 0.241, -0.104], [-0.119, 0.580, -0.114], [-0.053, 0.004, -0.185], [0.060, -0.141, 0.060], [0.082, -0.250, 0.204], [-0.008, 0.212, -0.070], [0.164, -0.357, -0.214], [-0.177, -0.298, 0.083], [0.076, -0.109, -0.154], [0.295, 0.093, -0.040], [0.000, 0.105, -0.025], [-0.264, 0.086, -0.039], [0.529, -0.167, 0.278], [-0.460, -0.206, 0.155], [-0.153, 0.415, -0.033], [-0.118, 0.140, -0.289], [0.083, -0.134, 0.034], [0.142, -0.119, -0.313], [-0.113, -0.350, 0.078], [-0.049, -0.108, 0.374], [-0.003, 0.292, 0.179], [0.042, 0.294, -0.215], [-0.186, 0.186, 0.070], [-0.246, -0.019, 0.153], [-0.105, -0.360, 0.140], [0.103, -0.157, 0.100], [0.233, 0.182, -0.107], [0.225, -0.060, 0.367], [-0.108, 0.038, -0.130], [-0.200, -0.035, -0.396], [-0.010, 0.031, 0.063], [-0.023, -0.021, 0.213], [0.374, 0.010, -0.028], [-0.295, 0.560, -0.233], [-0.445, 0.459, -0.218], [-0.039, -0.236, 0.328], [0.339, -0.093, 0.435], [-0.052, 0.914, -0.687], [0.979, -0.398, 0.174], [2.128, 1.304, -1.143], [-2.776, 1.107, 1.791], [0.755, -2.516, -0.712], [1.268, -0.714, -1.387], [0.101, -0.094, 0.273], [0.381, 1.082, -0.233], [1.232, -0.448, 0.103], [0.323, -0.373, 1.405], [-1.050, -0.777, 0.012], [0.044, 0.245, 0.525], [1.108, 2.050, -0.714], [-0.497, -2.963, 0.028], [-1.385, 0.689, 0.221], [-1.276, -2.002, -0.052], [2.067, 2.197, -1.078], [-1.318, 0.566, 0.165], [0.046, 0.330, 0.318], [-0.134, 0.006, 0.358]],
  "lowdin_charge": [-0.1362, -0.3642, -0.0833, -0.0693, -0.0554, -0.0859, 0.9856, -0.3952, -0.1282, -0.0658, -0.0441, -0.0440, -0.0600, 1.8336, 0.9750, -0.3941, -0.1252, -0.0435, -0.0454, -0.0617, -0.1039, -0.3843, -0.1404, -0.0734, -0.0455, -0.0409, -0.0614, -0.4281, -0.1154, -0.0559, -0.0360, -0.0409, -0.1109, -0.3799, -0.0889, -0.0504, -0.0494, -0.0634, -0.1075, 0.1004, 0.1208, 0.1253, 0.1221, 0.1120, 0.0591, 0.1253, 0.1237, 0.1192, 0.0944, 0.0801, 0.1197, 0.1236, 0.1238, 0.1221, 0.1081, 0.1188, 0.1215, 0.1144, 0.0560, 0.0603, 0.1123, 0.1245, 0.1176, 0.1115, 0.1003, 0.1205, 0.1198, 0.1166, 0.1061, 0.0925, 0.0885, 0.0926, -0.3095, 0.0993, -0.1022, 0.1316, -0.0617, -0.2952, -0.1562, -0.0735, 0.1382, -0.2293, 0.1863, -0.1744, -0.2448, 0.1640, -0.1416, 0.1498, 0.1496]
}

{
  "formula": "C42H34FeN3OP2S5SbSe",
  "method": "ωB97M-V/def2-TZVPD",
  "charge": -1,
  "orbital_gap_ev": [5.860, 5.859],
  "multiplicity": 2,
  "symbols": ["Fe", "O", "S", "C", "C", "C", "C", "C", "C", "P", "C", "C", "C", "C", "C", "C", "C", "C", "C", "C", "C", "C", "C", "C", "C", "C", "C", "C", "P", "C", "C", "C", "C", "C", "C", "C", "C", "C", "C", "C", "C", "H", "H", "H", "H", "H", "H", "H", "H", "H", "H", "H", "H", "H", "H", "H", "H", "H", "H", "H", "H", "H", "H", "H", "H", "H", "H", "H", "H", "S", "Sb", "S", "S", "S", "Se", "C", "N", "N", "C", "C", "C", "N", "C", "C", "H", "H", "H", "H", "H", "H"],
  "positions_angstrom": [[-0.503, -0.350, 0.323], [1.324, -3.497, -2.396], [1.004, -2.141, -1.866], [0.341, -2.408, -0.202], [-0.449, -3.583, -0.049], [-0.620, -4.142, 1.177], [0.013, -3.580, 2.318], [0.798, -2.476, 2.193], [0.992, -1.843, 0.925], [2.221, -0.533, 0.653], [2.040, 0.406, 2.204], [3.059, 0.906, 2.915], [2.978, 1.702, 4.120], [2.033, 1.593, 5.073], [0.922, 0.668, 5.087], [0.188, 0.235, 4.061], [3.861, -1.335, 0.832], [4.037, -2.660, 1.220], [5.310, -3.210, 1.289], [6.421, -2.443, 0.973], [6.256, -1.125, 0.569], [4.983, -0.583, 0.485], [-0.525, -1.679, -2.731], [-1.229, -2.707, -3.337], [-2.374, -2.410, -4.062], [-2.776, -1.091, -4.214], [-2.029, -0.067, -3.653], [-0.898, -0.344, -2.886], [0.169, 0.895, -2.064], [-0.899, 2.074, -1.142], [-0.045, 2.971, -0.297], [-0.478, 4.176, 0.077], [-1.771, 4.700, -0.370], [-2.537, 4.042, -1.238], [-2.165, 2.695, -1.770], [0.851, 1.806, -3.487], [1.364, 1.110, -4.581], [1.922, 1.791, -5.650], [1.983, 3.179, -5.639], [1.478, 3.878, -4.553], [0.915, 3.199, -3.482], [-0.883, -4.038, -0.929], [-1.228, -5.032, 1.286], [-0.117, -4.047, 3.287], [1.300, -2.060, 3.059], [4.068, 0.664, 2.594], [3.829, 2.342, 4.328], [2.184, 2.154, 5.989], [0.632, 0.305, 6.069], [-0.614, -0.462, 4.242], [3.178, -3.273, 1.462], [5.430, -4.243, 1.588], [7.412, -2.874, 1.028], [7.116, -0.524, 0.303], [4.857, 0.437, 0.137], [-0.850, -3.717, -3.257], [-2.945, -3.209, -4.519], [-3.671, -0.852, -4.772], [-2.342, 0.955, -3.807], [0.931, 2.617, 0.021], [0.125, 4.792, 0.735], [-2.097, 5.648, 0.037], [-3.496, 4.435, -1.550], [-2.264, 2.658, -2.856], [1.319, 0.027, -4.603], [2.312, 1.236, -6.493], [2.418, 3.711, -6.475], [1.514, 4.960, -4.537], [0.521, 3.760, -2.643], [0.505, 5.898, 3.471], [-0.400, 4.034, 4.334], [-2.651, 1.614, 3.387], [0.319, 0.898, 2.418], [-2.232, 3.600, 2.970], [-4.617, 1.090, -1.112], [-2.853, 1.559, -1.023], [-1.779, 1.122, -0.385], [-6.017, -2.449, 2.032], [-4.725, -2.107, 1.680], [-4.324, -2.078, 0.348], [-3.049, -1.667, 0.040], [-2.133, -1.343, 0.959], [-2.510, -1.415, 2.236], [-3.769, -1.790, 2.645], [-6.704, -2.280, 1.314], [-6.315, -2.102, 2.931], [-5.021, -2.273, -0.455], [-2.751, -1.569, -0.997], [-1.763, -1.150, 2.962], [-4.015, -1.778, 3.698]],
  "forces_ev_per_angstrom": [[-0.791, -1.124, 0.065], [0.042, -0.036, -0.015], [0.079, -0.056, 0.002], [-0.152, 0.661, -0.225], [-0.027, -0.035, 0.091], [-0.014, -0.008, -0.067], [0.009, 0.045, -0.004], [-0.058, -0.034, 0.016], [0.159, 0.253, 0.080], [0.264, 0.064, 0.050], [0.056, 0.068, -0.228], [-0.087, -0.039, 0.077], [-0.112, 0.004, 0.026], [0.196, -0.007, -0.010], [-0.026, -0.052, 0.068], [-0.180, 0.046, -0.073], [-0.028, -0.012, -0.027], [-0.032, -0.032, 0.030], [0.004, -0.009, 0.000], [0.012, 0.005, -0.008], [0.014, -0.015, 0.004], [0.007, 0.022, -0.004], [0.011, -0.160, -0.002], [-0.032, 0.024, -0.072], [0.025, -0.026, 0.029], [0.000, 0.014, 0.001], [-0.034, 0.029, -0.001], [-0.096, 0.089, -0.008], [0.196, -0.086, 0.076], [0.001, 0.042, -0.070], [0.009, 0.121, 0.022], [0.029, -0.056, -0.019], [-0.034, -0.018, 0.002], [0.016, 0.025, 0.017], [-0.037, 0.026, 0.044], [-0.028, 0.077, 0.040], [0.012, -0.051, -0.002], [0.014, 0.015, -0.026], [-0.003, 0.004, 0.005], [0.012, -0.001, -0.016], [-0.018, 0.010, -0.017], [-0.009, -0.015, 0.001], [-0.005, -0.002, -0.008], [0.001, 0.010, 0.014], [0.022, -0.017, -0.010], [0.012, -0.070, -0.010], [-0.021, 0.055, -0.021], [-0.031, 0.054, -0.020], [0.007, -0.046, -0.014], [0.001, -0.054, -0.032], [-0.001, 0.009, 0.001], [0.006, -0.007, 0.002], [0.010, -0.001, 0.002], [0.012, 0.000, -0.001], [-0.015, 0.004, -0.002], [0.003, -0.016, 0.010], [-0.001, -0.006, -0.005], [-0.003, 0.002, -0.005], [0.005, -0.047, -0.015], [-0.009, -0.045, 0.008], [-0.021, -0.006, 0.008], [-0.002, 0.022, -0.004], [-0.009, 0.014, -0.016], [0.001, 0.025, 0.055], [-0.005, -0.004, 0.015], [0.005, -0.001, -0.011], [0.007, 0.006, -0.010], [0.004, 0.007, -0.008], [-0.006, -0.002, 0.007], [0.039, 0.103, -0.004], [0.084, -0.017, 0.070], [0.052, 0.291, 0.040], [0.338, 0.082, 0.289], [-0.213, -0.325, -0.124], [0.130, 0.080, -0.011], [-0.550, -0.019, 0.114], [0.875, 0.075, -0.258], [-0.096, -0.038, 0.028], [0.086, 0.027, -0.031], [0.036, -0.051, 0.030], [0.049, -0.147, -0.055], [-0.164, 0.312, 0.060], [-0.019, -0.062, 0.060], [0.004, -0.043, -0.035], [0.011, -0.001, 0.008], [0.012, 0.007, -0.019], [-0.012, -0.004, 0.012], [0.008, 0.015, 0.012], [0.005, 0.056, 0.021], [-0.007, 0.001, 0.008]],
  "lowdin_charge": [0.2277, -0.5135, 0.9287, -0.4346, -0.0888, -0.0692, -0.0794, -0.1137, -0.4901, 1.0063, -0.6125, -0.1537, -0.0982, -0.1698, -0.1969, -0.4306, -0.3569, -0.0690, -0.0844, -0.0979, -0.0922, -0.1218, -0.3911, -0.0867, -0.0680, -0.0670, -0.0712, -0.3558, 1.1167, -0.5433, -0.1190, -0.1132, -0.0959, -0.0493, -0.2610, -0.3296, -0.0915, -0.0920, -0.1003, -0.0841, -0.0725, 0.1059, 0.1060, 0.1051, 0.1077, 0.0916, 0.1035, 0.0981, 0.1093, 0.0419, 0.0991, 0.1004, 0.0968, 0.0993, 0.1059, 0.1019, 0.1031, 0.1077, 0.0948, 0.0877, 0.0564, 0.1019, 0.1071, 0.1208, 0.1039, 0.0994, 0.0960, 0.1020, 0.0967, -0.3291, 0.4244, -0.1680, 0.8345, -0.2441, 0.5460, -0.8211, 0.0098, 0.1094, -0.3120, -0.0476, -0.1535, 0.0024, -0.1700, -0.0081, 0.0920, 0.0921, 0.1076, 0.1024, 0.0537, 0.1144]
}